1.
C2H3NOS2 | ωB97M-V/def2-TZVPD

HOMO (alpha / beta) ... -0.2909 / -0.3479 Ha
Spin multiplicity ... 3
Kohn-Sham gap (alpha / beta) ... 0.3079 / 0.2697 hartree
⟨S²⟩ ... 2.035

```
9
Properties=species:S:1:pos:R:3:lowdin_spin:R:1
C -1.10 -0.79 -0.13 -0.014
C -1.17 0.54 0.09 0.290
N 0.07 -1.54 -0.13 0.413
O 3.16 1.37 -0.17 0.422
S 1.55 -1.12 0.07 0.303
S 1.81 1.02 0.20 0.541
H -1.83 -1.57 -0.12 -0.007
H -2.10 0.88 0.26 0.023
H -0.39 1.21 -0.07 0.029
```

---

2.
C23H21CsN6O11 | ωB97M-V/def2-TZVPD

HOMO ... -0.1085 Ha
Net charge ... -2
Kohn-Sham gap ... 0.2547 hartree

```
62
Properties=species:S:1:pos:R:3:lowdin_charge:R:1
Cs -0.20 -0.58 0.43 1.561
O -2.38 -4.65 1.06 0.006
C -1.37 -3.95 0.93 -0.493
N -0.86 -3.03 1.75 0.016
C -1.01 -2.94 3.09 -0.497
O -0.96 -3.81 3.95 0.034
C -1.23 -1.49 3.53 -0.236
C -2.46 -1.13 4.08 -0.017
C -2.72 0.20 4.34 -0.078
C -1.74 1.14 4.06 -0.072
C -0.53 0.71 3.54 -0.174
N -0.28 -0.59 3.27 -0.019
C -0.58 -4.11 -0.40 -0.193
C -0.81 -5.25 -1.16 -0.024
C -0.03 -5.47 -2.28 -0.086
C 0.94 -4.54 -2.62 -0.077
C 1.07 -3.40 -1.84 -0.124
N 0.33 -3.19 -0.75 -0.009
H -3.20 -1.90 4.27 0.117
H -3.68 0.51 4.73 0.099
H -1.90 2.20 4.21 0.098
H 0.25 1.40 3.27 0.098
H -1.58 -5.94 -0.84 0.106
H -0.17 -6.36 -2.88 0.094
H 1.58 -4.67 -3.48 0.095
H 1.81 -2.65 -2.09 0.093
O 1.74 2.81 -1.00 0.004
C 0.89 2.45 -0.17 -0.708
O 1.05 1.64 0.79 -0.316
C -0.52 2.98 -0.32 -0.053
C -0.88 4.24 0.08 0.047
C -2.21 4.66 -0.04 -0.164
C -3.18 3.84 -0.56 0.047
C -2.83 2.57 -0.96 -0.055
C -1.49 2.07 -0.92 -0.355
O -1.10 0.95 -1.35 -0.350
N -3.93 1.74 -1.50 -0.356
O -3.80 0.54 -1.48 0.079
O -4.95 2.31 -1.86 0.022
N -2.59 6.00 0.41 -0.375
O -1.72 6.71 0.87 0.026
O -3.75 6.35 0.27 0.022
H -0.14 4.91 0.50 0.126
H -4.21 4.18 -0.65 0.122
C -0.64 0.27 -4.28 -0.183
O 0.58 0.29 -3.59 -0.131
H -0.95 1.27 -4.61 0.074
H -1.45 -0.15 -3.68 0.070
H -0.50 -0.35 -5.17 0.068
H 0.41 0.71 -2.73 0.040
C 4.38 1.17 0.63 -0.044
N 4.70 -0.05 -0.08 -0.191
C 6.02 -0.61 0.05 -0.064
C 3.83 -0.59 -0.96 -0.309
O 4.06 -1.56 -1.66 -0.011
H 4.94 2.02 0.23 0.089
H 4.65 1.04 1.69 0.085
H 3.32 1.39 0.55 0.053
H 6.25 -0.75 1.11 0.082
H 6.78 0.05 -0.37 0.085
H 6.06 -1.57 -0.46 0.077
H 2.87 -0.06 -0.99 0.132
```

---

3.
C19H19N2O3Os | ωB97M-V/def2-TZVPD

HOMO ... -0.4102 Ha
Net charge ... +1
Kohn-Sham gap ... 0.2541 hartree

```
44
Properties=species:S:1:pos:R:3:nbo_charge:R:1
Os -0.27 0.13 -0.27 1.426
C 2.75 0.52 -1.38 -0.246
O 1.94 0.17 -0.24 -0.511
C 2.37 0.56 1.01 0.271
C 3.69 0.81 1.32 -0.265
C 4.03 1.15 2.62 -0.157
C 3.06 1.22 3.61 -0.203
C 1.73 0.97 3.30 -0.195
C 1.39 0.64 2.00 0.103
N 0.02 0.41 1.60 -0.159
N -0.85 0.45 2.53 -0.143
C -2.18 0.26 2.29 -0.004
C -2.79 0.01 1.04 0.340
O -2.13 -0.03 -0.12 -0.566
C -4.17 -0.23 0.95 -0.267
C -4.95 -0.21 2.07 -0.085
C -4.40 0.07 3.35 -0.115
C -5.22 0.12 4.49 -0.153
C -4.69 0.42 5.72 -0.200
C -3.32 0.68 5.84 -0.175
C -2.49 0.64 4.74 -0.207
C -3.01 0.33 3.47 0.055
H 3.67 -0.06 -1.35 0.206
H 2.96 1.59 -1.38 0.206
H 2.17 0.26 -2.26 0.223
H 4.46 0.75 0.56 0.239
H 5.06 1.35 2.86 0.237
H 3.34 1.48 4.62 0.238
H 0.96 1.03 4.06 0.248
H -4.58 -0.44 -0.03 0.244
H -6.01 -0.41 1.99 0.232
H -6.28 -0.08 4.38 0.223
H -5.33 0.45 6.59 0.231
H -2.91 0.92 6.81 0.227
H -1.44 0.84 4.85 0.221
C 0.41 2.96 -0.57 -0.259
O 0.12 1.73 -1.20 -0.671
H 0.31 3.73 -1.33 0.218
H 1.44 2.98 -0.18 0.169
H -0.28 3.17 0.25 0.179
C 0.27 -1.88 -0.29 -0.837
H 0.27 -2.29 -1.30 0.224
H -0.55 -2.35 0.28 0.236
H 1.22 -2.11 0.20 0.221
```

---

Copy entry 3 word for word.
C19H19N2O3Os | ωB97M-V/def2-TZVPD

HOMO ... -0.4102 Ha
Net charge ... +1
Kohn-Sham gap ... 0.2541 hartree

```
44
Properties=species:S:1:pos:R:3:nbo_charge:R:1
Os -0.27 0.13 -0.27 1.426
C 2.75 0.52 -1.38 -0.246
O 1.94 0.17 -0.24 -0.511
C 2.37 0.56 1.01 0.271
C 3.69 0.81 1.32 -0.265
C 4.03 1.15 2.62 -0.157
C 3.06 1.22 3.61 -0.203
C 1.73 0.97 3.30 -0.195
C 1.39 0.64 2.00 0.103
N 0.02 0.41 1.60 -0.159
N -0.85 0.45 2.53 -0.143
C -2.18 0.26 2.29 -0.004
C -2.79 0.01 1.04 0.340
O -2.13 -0.03 -0.12 -0.566
C -4.17 -0.23 0.95 -0.267
C -4.95 -0.21 2.07 -0.085
C -4.40 0.07 3.35 -0.115
C -5.22 0.12 4.49 -0.153
C -4.69 0.42 5.72 -0.200
C -3.32 0.68 5.84 -0.175
C -2.49 0.64 4.74 -0.207
C -3.01 0.33 3.47 0.055
H 3.67 -0.06 -1.35 0.206
H 2.96 1.59 -1.38 0.206
H 2.17 0.26 -2.26 0.223
H 4.46 0.75 0.56 0.239
H 5.06 1.35 2.86 0.237
H 3.34 1.48 4.62 0.238
H 0.96 1.03 4.06 0.248
H -4.58 -0.44 -0.03 0.244
H -6.01 -0.41 1.99 0.232
H -6.28 -0.08 4.38 0.223
H -5.33 0.45 6.59 0.231
H -2.91 0.92 6.81 0.227
H -1.44 0.84 4.85 0.221
C 0.41 2.96 -0.57 -0.259
O 0.12 1.73 -1.20 -0.671
H 0.31 3.73 -1.33 0.218
H 1.44 2.98 -0.18 0.169
H -0.28 3.17 0.25 0.179
C 0.27 -1.88 -0.29 -0.837
H 0.27 -2.29 -1.30 0.224
H -0.55 -2.35 0.28 0.236
H 1.22 -2.11 0.20 0.221
```